This record from OMol25 describes 2 unconnected molecules or ions with the total composition C2H2FO4P. The level of theory is ωB97M-V with the def2-TZVPD basis set.

Strongest force on any atom in hartree/bohr: 0.05652
HOMO level in eV: 0.75
E in Eh: -819.5581
Orbital gap in eV: 6.1
Charge: -2

Last column: Mulliken charge in e.
Element x y z (Å)
C1 1.00778 -1.55411 0.44905  0.3774
C2 0.64125 -0.16242 0.57162  -0.6464
O1 -2.35572 2.40074 0.27099  -0.6908
O2 -0.62035 2.37004 -1.61052  -0.6265
O3 -2.33209 0.46290 -1.40482  -0.6493
O4 0.79614 -1.16826 1.72542  -0.4730
F1 2.35415 -1.95970 0.19618  -0.3505
P1 -1.62803 1.64859 -0.83220  0.8609
H1 0.55979 -2.52015 -0.01328  0.1589
H2 1.57708 0.48238 0.64754  0.0393



This record from OMol25 describes a molecular structure, C2H2FOZn. The level of theory is ωB97M-V with the def2-TZVPD basis set.

Strongest force on any atom in hartree/bohr: 0.11401
HOMO level (spin up / spin down) in eV: -14.45 / -15.72
E in Eh: -2031.4088
Orbital gap (spin up / spin down) in eV: 6.0 / 7.7
Charge: +1

Last column: Mulliken charge in e.
Element x y z (Å)
C1 -0.11920 0.62095 -0.29883  0.8734
C2 -0.38147 -0.53666 0.39998  -0.5001
F1 -1.06338 1.50954 -0.63036  -0.1199
O1 0.81710 0.35028 -1.15711  -0.5161
H1 -1.33918 -0.64028 0.90729  0.2877
H2 0.11862 -1.50375 0.29206  0.3157
Zn1 1.96751 0.19992 0.48698  0.6592



This record from OMol25 describes a gas-phase ion, C2H2I2NO (charge -1). The level of theory is ωB97M-V with the def2-TZVPD basis set.

Strongest force on any atom in hartree/bohr: 0.07598
HOMO level in eV: -2.64
E in Eh: -802.6793
Orbital gap in eV: 5.6
Charge: -1

Last column: Mulliken charge in e.
Element x y z (Å)
C1 0.98171 -0.41846 0.01383  -0.5197
C2 -1.06639 -0.21482 0.41826  -0.3809
N1 -0.02473 0.49551 0.03635  0.4582
O1 0.15868 1.77806 0.00231  -0.6482
I1 2.91461 0.51350 -0.13887  -0.1640
I2 -3.03345 0.54285 0.15525  -0.1426
H1 0.94827 -1.42391 -0.51049  0.2245
H2 -0.87871 -1.27274 0.02336  0.1728



This record from OMol25 describes a gas-phase ion, C2H2I2NO (charge -1). The level of theory is ωB97M-V with the def2-TZVPD basis set.

Expectation value of S²: 2.02
Strongest force on any atom in hartree/bohr: 0.08154
2S+1: 3
HOMO level (spin up / spin down) in eV: -1.33 / -4.92
E in Eh: -802.6486
Orbital gap (spin up / spin down) in eV: 4.2 / 6.6
Charge: -1

Last column: Löwdin spin population.
Element x y z (Å)
C1 -0.51314 0.24203 -0.49002  0.0515
C2 0.46420 0.12094 0.57569  0.4496
N1 -0.06936 -0.95798 -0.00047  0.2886
O1 -0.06230 -2.20393 -0.16606  0.4211
I1 -2.71216 0.86840 -0.01193  0.1660
I2 2.78533 0.85292 -0.03501  0.5666
H1 -0.34819 0.64839 -1.47158  0.0090
H2 0.45562 0.42922 1.59939  0.0478



This record from OMol25 describes a molecular structure, C2H2I3NO. The level of theory is ωB97M-V with the def2-TZVPD basis set.

Strongest force on any atom in hartree/bohr: 0.05190
HOMO level (spin up / spin down) in eV: -8.53 / -8.55
E in Eh: -1100.3914
Orbital gap (spin up / spin down) in eV: 7.3 / 6.6

Last column: Mulliken charge in e.
Element x y z (Å)
C1 -0.53116 -1.24429 -1.74910  0.5446
C2 0.21557 1.44122 0.94827  -0.6975
N1 0.35585 -0.56826 -1.27528  -0.3357
O1 -1.62419 -1.57959 -2.08136  -0.4279
I1 -0.66852 -2.14765 2.20060  -0.2499
I2 2.12109 2.21993 0.76546  0.1334
I3 -0.92541 0.83311 2.44597  0.3463
H1 -0.32869 1.61407 0.04730  0.4466
H2 1.38547 -0.56854 -1.30185  0.2400



This record from OMol25 describes a molecular structure, C2H2I3O3S. The level of theory is ωB97M-V with the def2-TZVPD basis set.

Strongest force on any atom in hartree/bohr: 0.06309
HOMO level in eV: -6.00
E in Eh: -1594.4466
Orbital gap in eV: 8.3
Charge: -1

Last column: Mulliken charge in e.
Element x y z (Å)
C1 1.07125 1.13887 -0.32575  -0.4113
C2 0.97790 -0.05797 0.18466  -0.2540
O1 0.33056 -1.62573 -1.65135  -0.5731
O2 -0.61787 -2.19165 0.49299  -0.6358
O3 -1.56956 -0.32079 -0.64042  -0.6913
S1 -0.32472 -1.16126 -0.47263  1.0524
I1 2.77999 2.42431 -0.06997  -0.0860
I2 -2.85009 1.07823 1.74301  -0.2892
I3 2.35666 -1.17412 1.24814  0.1609
H1 0.45057 1.67977 -0.98833  0.4953
H2 -2.60469 0.21032 0.47967  0.2321



This record from OMol25 describes a molecular structure, C2H2IN3O. The level of theory is ωB97M-V with the def2-TZVPD basis set.

Strongest force on any atom in hartree/bohr: 0.07242
HOMO level (spin up / spin down) in eV: -9.52 / -9.60
E in Eh: -614.4342
Orbital gap (spin up / spin down) in eV: 7.5 / 8.7

Last column: Mulliken charge in e.
Element x y z (Å)
C1 0.81385 1.26033 0.04010  0.1470
C2 0.88792 -0.30454 0.00977  0.4047
N1 0.36541 1.89332 -0.86326  -0.4166
N2 -0.30338 -0.90352 -0.14721  0.1461
N3 -1.34648 -0.43930 -0.86649  -0.5315
O1 1.93608 -0.91073 0.22659  -0.5348
I1 -3.02241 -0.20334 0.21859  0.1696
H1 1.04005 1.40403 1.05556  0.3179
H2 -0.37104 -1.79626 0.32635  0.2975



This record from OMol25 describes a molecular structure, C2H2IN3S. The level of theory is ωB97M-V with the def2-TZVPD basis set.

Strongest force on any atom in hartree/bohr: 0.07336
HOMO level in eV: -9.25
E in Eh: -937.4721
Orbital gap in eV: 7.6

Last column: Mulliken charge in e.
Element x y z (Å)
C1 0.20217 -1.46959 -0.16490  -0.1457
C2 1.14963 0.40465 -0.64916  0.0398
N1 1.29360 -0.87741 -0.72641  -0.5488
N2 -0.59685 -0.60727 0.37097  -0.4170
N3 0.00495 0.55276 0.09665  0.2082
S1 -1.07679 2.29031 0.91055  -0.0126
I1 -3.00437 1.10464 1.20608  0.2476
H1 0.09570 -2.59595 -0.09752  0.3227
H2 1.93196 1.19786 -0.94627  0.3058



This record from OMol25 describes a single C2H2INO molecule. The level of theory is ωB97M-V with the def2-TZVPD basis set.

Strongest force on any atom in hartree/bohr: 0.08603
HOMO level in eV: -10.12
E in Eh: -505.0495
Orbital gap in eV: 9.8

Last column: Mulliken charge in e.
Element x y z (Å)
N1 -0.73566 3.25973 -0.11975  -0.3235
C1 -0.79038 2.13954 0.08012  0.2046
C2 -0.65258 0.72379 -0.01725  -0.1107
O1 0.07860 0.07143 1.00320  -0.4757
I1 -2.64010 -0.18825 0.01667  0.0507
H1 -0.47833 0.43514 -1.11006  0.3064
H2 0.27278 -0.82460 0.90680  0.3482



This record from OMol25 describes a single C2H2INO molecule. The level of theory is ωB97M-V with the def2-TZVPD basis set.

Strongest force on any atom in hartree/bohr: 0.02171
HOMO level in eV: -9.93
E in Eh: -505.0672
Orbital gap in eV: 9.7

Last column: Mulliken charge in e.
Element x y z (Å)
H1 2.10167 -0.54897 -0.75628  0.2741
N1 1.27370 0.04132 -0.76075  -0.5193
C1 0.43884 -0.15971 0.14823  0.0472
C2 -0.81359 0.61985 0.15765  0.1765
O1 -1.02224 1.77314 0.21448  -0.3705
I1 -2.46483 -0.81051 0.05180  -0.0075
H2 0.48644 -0.91512 0.94487  0.3994



This record from OMol25 describes 2 unconnected molecules or ions with the total composition C2H2INO2S. The level of theory is ωB97M-V with the def2-TZVPD basis set.

Strongest force on any atom in hartree/bohr: 0.09279
HOMO level (spin up / spin down) in eV: -10.01 / -10.01
E in Eh: -978.3981
Orbital gap (spin up / spin down) in eV: 7.4 / 7.4

Last column: Mulliken charge in e.
Element x y z (Å)
N1 -1.61598 -0.78609 2.13186  -0.3603
C1 -1.16811 -0.42604 1.12637  0.4300
C2 -0.46137 -0.21365 -0.09636  -0.6427
S1 -0.22916 1.39776 -0.70219  0.9175
O1 0.17990 2.42661 0.16677  -0.4215
O2 0.13397 1.22775 -2.08784  -0.4420
H1 -0.77771 -0.93096 -0.84612  0.4685
I1 2.80212 -1.19395 0.23445  -0.0793
H2 1.13634 -1.50144 0.07307  0.1297



This record from OMol25 describes 2 unconnected molecules or ions with the total composition C2H2INO2S. The level of theory is ωB97M-V with the def2-TZVPD basis set.

Expectation value of S²: 2.01
Strongest force on any atom in hartree/bohr: 0.11109
2S+1: 3
HOMO level (spin up / spin down) in eV: -7.23 / -10.87
E in Eh: -978.2951
Orbital gap (spin up / spin down) in eV: 6.8 / 6.4

Last column: Löwdin spin population.
Element x y z (Å)
C1 0.49722 -0.10734 1.61176  0.0163
C2 0.75908 0.09170 0.25345  0.0771
N1 -0.00342 -0.21357 2.63599  0.0460
O1 -1.92585 0.48518 -0.20280  0.1465
O2 -0.84902 -1.68252 -0.85547  0.1361
S1 -0.83150 -0.28299 -0.63178  0.3310
I1 -0.32026 0.77655 -2.84168  1.2505
H1 1.39214 -0.60658 -0.10557  0.0017
H2 1.28162 1.53957 0.13611  -0.0052